Entry from OMol25: a structure of composition C22H21BiBrGeNO3S2 (wB97M-V/def2-TZVPD).

Calculated values
- Strongest force on any atom: 0.3 eV/A
- HOMO level (spin up / spin down): -0.095 / -0.192 hartree
- Charge: -1
- Energy relative to the best compared isomer or geometry (same formula, charge and spin): 17.74 kcal per mole
- Multiplicity: 2
- Total energy: -184855.06867 eV

Each line ends with the Löwdin charge.
CARTESIAN COORDINATES (ANGSTROEM)
Bi: -0.12 0.28 -0.20  1.54
Br: -0.23 -2.10 -2.73  0.80
C: 0.89 -0.81 -3.54  -0.61
C: 0.81 -0.68 -4.90  -0.14
C: 1.75 0.10 -5.59  -0.09
C: 2.80 0.65 -4.91  -0.05
C: 2.89 0.53 -3.51  -0.17
C: 4.02 1.04 -2.82  -0.05
C: 4.10 0.92 -1.46  -0.08
C: 3.00 0.44 -0.73  -0.16
C: 1.86 -0.04 -1.34  -0.33
C: 1.85 -0.11 -2.77  -0.25
H: 0.05 -1.23 -5.44  0.09
H: 1.66 0.22 -6.67  0.10
H: 3.58 1.18 -5.44  0.11
H: 4.81 1.51 -3.39  0.11
H: 4.99 1.27 -0.94  0.10
H: 3.05 0.46 0.34  0.03
S: 0.76 -2.75 1.24  0.56
C: -0.46 -1.82 0.68  -1.02
C: 3.74 0.71 2.64  -0.23
Ge: 2.15 1.88 2.47  0.73
C: 2.53 3.41 1.29  -0.22
C: 1.82 2.60 4.28  -0.24
C: 0.58 0.86 1.92  -0.51
H: 4.10 0.74 3.67  0.01
H: 4.55 1.02 1.98  0.01
H: 3.47 -0.32 2.41  0.02
H: 3.50 3.85 1.52  0.01
H: 1.77 4.18 1.41  0.01
H: 2.54 3.11 0.24  0.00
H: 2.71 3.13 4.65  0.01
H: 1.59 1.79 4.96  0.01
H: 0.98 3.30 4.28  0.01
H: -0.30 1.40 2.28  -0.02
H: 0.63 -0.09 2.46  -0.04
O: -1.71 -2.30 0.85  -0.11
C: -2.85 -1.68 0.44  -0.41
N: -2.83 -0.54 -0.26  -0.16
S: -4.35 -0.02 -0.49  0.61
O: -4.68 0.03 -1.89  -0.33
O: -4.59 1.20 0.25  -0.33
C: -5.13 -1.39 0.32  -0.23
C: -6.46 -1.66 0.57  -0.07
C: -6.78 -2.77 1.34  -0.11
C: -5.76 -3.58 1.86  -0.11
C: -4.43 -3.32 1.61  -0.02
C: -4.10 -2.21 0.82  -0.16
H: -7.23 -1.01 0.18  0.11
H: -7.82 -3.00 1.54  0.09
H: -6.03 -4.43 2.49  0.09
H: -3.65 -3.95 2.02  0.11


Entry from OMol25: a structure of composition C22H21BrN5O6Tc (wB97M-V/def2-TZVPD).

Calculated values
- Strongest force on any atom: 1.0 eV/A
- HOMO level (spin up / spin down): -0.165 / -0.195 hartree
- Charge: -1
- Energy relative to the best compared isomer or geometry (same formula, charge and spin): 0.00 kcal per mole
- Multiplicity: 2
- Total energy: -115131.72946 eV

Each line ends with the Löwdin charge.
CARTESIAN COORDINATES (ANGSTROEM)
Tc: -0.78 0.38 0.42  1.46
O: -5.68 -4.66 0.39  -0.05
C: -4.46 -4.88 0.30  -0.70
O: -3.83 -5.91 0.02  -0.04
C: -3.58 -3.61 0.40  -0.08
C: -4.05 -2.47 1.05  0.01
C: -3.25 -1.35 1.13  -0.12
N: -2.03 -1.30 0.59  -0.07
C: -1.58 -2.38 -0.08  -0.17
C: -2.31 -3.55 -0.17  0.07
C: -0.23 -2.20 -0.75  -0.58
O: 0.29 -3.11 -1.35  0.07
O: 0.28 -1.00 -0.61  -0.21
H: -5.05 -2.49 1.46  0.11
H: -3.58 -0.45 1.63  0.10
H: -1.90 -4.41 -0.68  0.13
O: 0.21 2.04 -0.45  -0.23
N: -0.50 3.10 -0.52  0.00
N: -1.71 2.95 -0.19  -0.20
O: -2.24 1.78 0.16  -0.25
C: -2.61 4.08 -0.24  -0.17
C: -3.96 3.83 -0.08  -0.01
C: -4.84 4.91 -0.14  -0.08
C: -4.36 6.19 -0.35  -0.09
C: -3.00 6.41 -0.50  -0.08
C: -2.11 5.36 -0.45  -0.02
H: -4.31 2.82 0.08  0.11
H: -5.90 4.73 -0.02  0.10
H: -5.05 7.02 -0.39  0.10
H: -2.63 7.41 -0.66  0.10
H: -1.05 5.51 -0.56  0.11
Br: 2.96 -2.92 1.49  0.76
C: 3.57 -1.27 0.75  -0.74
C: 4.73 -1.29 -0.02  -0.12
C: 5.14 -0.09 -0.57  -0.08
C: 4.38 1.05 -0.34  -0.07
C: 3.24 0.94 0.44  -0.13
N: 2.85 -0.21 0.99  0.05
H: 5.27 -2.21 -0.18  0.09
H: 6.03 -0.05 -1.18  0.10
H: 4.65 2.01 -0.77  0.10
H: 2.60 1.79 0.63  0.10
C: -0.40 -1.59 3.37  -0.04
C: -0.41 -0.06 3.38  -0.69
C: 0.82 0.44 4.15  -0.07
C: -1.69 0.48 4.03  -0.05
N: -0.28 0.50 2.04  -0.16
H: -0.57 -1.97 4.38  0.09
H: 0.56 -1.96 3.01  0.04
H: -1.19 -1.98 2.72  0.06
H: 0.85 0.01 5.15  0.08
H: 0.80 1.53 4.24  0.08
H: 1.72 0.16 3.61  0.06
H: -1.69 0.24 5.10  0.08
H: -2.57 0.03 3.58  0.06
H: -1.75 1.56 3.92  0.08


Entry from OMol25: a structure of composition C22H21ClN6O3S at a distorted geometry (wB97M-V/def2-TZVPD).

Calculated values
- Strongest force on any atom: 18.4 eV/A
- HOMO level: -0.302 hartree
- Energy relative to the best compared isomer or geometry (same formula, charge and spin): 460.28 kcal per mole
- Total energy: -61576.14122 eV

Each line ends with the Löwdin charge.
CARTESIAN COORDINATES (ANGSTROEM)
O: -1.25 -0.86 2.41  0.17
C: -0.58 -0.81 1.49  -0.49
C: -0.13 -1.99 0.82  0.00
N: -0.24 -3.33 0.78  0.07
N: 0.40 -3.80 -0.27  0.02
N: 1.22 -3.06 -0.93  -0.09
C: 1.04 -1.85 -0.49  -0.14
N: 1.16 -0.64 -0.90  0.17
C: 0.71 0.34 -0.26  -0.36
N: -0.06 0.32 0.83  0.25
H: -0.37 0.95 1.40  0.06
C: 1.06 1.65 -0.64  -0.22
C: 1.58 2.72 0.51  -0.10
N: 0.42 2.98 1.43  -0.29
S: 0.57 3.43 2.92  0.60
O: 1.28 4.70 3.09  -0.28
O: 1.60 2.46 3.44  -0.33
C: -0.89 3.26 3.57  -0.23
C: -1.82 4.44 3.96  -0.10
C: -2.92 4.25 4.34  -0.21
C: -3.66 3.06 4.42  0.07
C: -2.73 1.74 4.28  -0.05
C: -1.53 1.93 3.89  -0.10
H: -0.80 1.02 3.68  0.14
H: -3.57 0.88 4.42  0.16
H: -4.63 3.04 4.90  0.09
H: -3.52 5.35 4.38  0.19
H: -1.33 5.31 3.81  0.09
C: -0.15 4.03 0.59  -0.27
C: 0.00 3.98 -0.86  -0.18
C: -0.12 2.41 -1.21  -0.12
H: -0.06 2.38 -2.43  0.17
H: -0.96 1.98 -0.89  0.06
H: -0.87 4.51 -1.51  0.16
H: 0.88 4.45 -1.26  0.10
H: 0.04 4.96 1.14  0.09
H: -1.49 4.06 0.85  0.20
H: 2.50 3.33 0.47  0.14
H: 2.16 1.89 1.37  0.19
H: 2.07 1.52 -1.26  0.19
C: 2.14 -3.36 -1.91  -0.08
C: 1.40 -3.52 -3.23  -0.04
C: 0.77 -4.50 -3.98  -0.09
C: 0.07 -4.28 -5.18  -0.69
C: -0.37 -3.18 -5.66  -0.05
C: 0.19 -1.79 -4.89  0.01
C: 1.00 -1.94 -3.79  0.01
H: 1.37 -1.00 -3.28  0.09
H: -0.16 -1.00 -5.33  0.01
H: -0.83 -3.15 -6.54  0.05
Cl: -0.67 -5.75 -5.82  0.65
H: 0.84 -5.43 -3.45  0.10
H: 2.70 -2.64 -1.85  0.04
H: 2.41 -4.38 -1.77  0.14